1.
A gas-phase ion, C6H13N (charge -1) in a non-equilibrium geometry, computed with ωB97M-V/def2-TZVPD.

Results
Molar mass   99.18 g mol⁻¹
Relative energy (zero: lowest compared OMol25 entry of this formula, charge and spin)   39.4 kcal per mole
HOMO energy (alpha / beta)   0.0495 / -0.1299 Eh
Charge   -1
Spin multiplicity   2
Gap between HOMO and LUMO (alpha / beta)   2.6 / 7.4 eV

Last column: natural (NBO) charge in e.
Geometry (Å):
N1 -0.7020 -1.1546 0.0006  -0.619
C1 0.8820 0.7138 0.5249  -0.429
C2 -0.3576 0.2099 0.1528  -0.117
C3 2.3953 2.7323 0.9261  -0.603
C4 -1.5624 -1.4735 -1.1206  -0.566
C5 1.0832 1.9914 1.2400  -0.427
C6 -1.7493 -2.9490 -1.4429  -0.769
H1 0.2172 2.6550 0.9798  0.176
H2 1.7654 0.3482 -0.0320  0.183
H3 -1.2312 -0.8677 -1.9952  0.114
H4 -1.1674 0.9450 0.0295  0.160
H5 2.1858 3.5471 0.2255  0.193
H6 3.1295 2.0939 0.4392  0.200
H7 0.1626 -1.6929 -0.0181  0.358
H8 2.8470 3.2093 1.8013  0.186
H9 -2.5358 -1.0273 -0.8714  0.169
H10 -2.0128 -3.5070 -0.5442  0.209
H11 1.0285 1.9516 2.3295  0.176
H12 -0.9732 -3.1649 -2.1791  0.206
H13 -2.6682 -2.9752 -2.0346  0.200

=====

2.
6 unconnected molecules or ions with the total composition C35H80BBrO10S in a non-equilibrium geometry, computed with ωB97M-V/def2-TZVPD.

Results
Structure (SMILES)   CCB(O)[C@@H]1OS(=O)(=O)[C@H]([C@H](Br)CC)C[C@@H]1CCCCCOC.CCOCC.CCOCC.CCOCC.CCOCC.CCOCC
Molar mass   783.80 g mol⁻¹
HOMO energy   -0.3474 Eh
Spin multiplicity   1
Gap between HOMO and LUMO   9.9 eV

Last column: Mulliken charge in e.
Geometry (Å):
Br1 -1.7762 -4.0682 -3.3208  -0.079
S1 1.6511 -3.4357 -2.6046  1.342
O1 3.8237 -2.0257 4.8446  -0.370
O2 -2.9257 4.9948 3.7404  -0.412
O3 4.9193 -3.1029 0.9622  -0.558
O4 -2.3307 -0.6233 1.4026  -0.270
O5 -4.3571 -0.5559 -4.1228  -0.247
O6 2.0120 -2.4842 -3.6952  -0.699
O7 7.7198 -1.3678 -1.9670  -0.452
O8 1.3690 -4.7674 -3.1750  -0.728
O9 2.9363 -3.4469 -1.5731  -0.161
O10 -1.6404 3.6804 -2.2312  -0.426
C1 -6.3017 -2.0546 -4.2969  -1.326
C2 -4.9533 0.5630 -4.7576  -0.385
C3 -2.9428 0.4839 0.7561  0.342
C4 -0.8223 -1.2433 -3.5682  0.602
C5 -1.6315 4.8549 -3.0250  -0.337
C6 -3.2085 5.7242 4.9227  -0.331
C7 3.7558 -0.4361 -0.3086  -0.227
C8 -5.2331 -1.4240 -3.4210  -0.070
C9 4.8370 -1.0394 4.9627  -0.152
C10 -0.8311 2.6099 -2.6903  0.739
C11 -2.1094 4.6315 -4.4494  -0.994
C12 3.6599 -5.2699 1.5643  -0.556
C13 -4.2644 -2.1143 1.2789  -1.075
C14 0.8305 -1.5074 -0.8450  -1.063
C15 5.4514 -0.9579 6.3495  -1.351
C16 -3.5822 5.4334 2.5629  -0.090
C17 -1.0052 -2.4010 -2.5268  -0.637
C18 2.5803 -5.2603 2.7010  -0.843
C19 6.2986 0.1567 -0.6113  -0.939
C20 -4.6773 5.7147 5.3096  -1.043
C21 2.5226 -3.4212 -0.1775  -0.446
C22 -1.1840 -1.5959 -5.0418  -1.710
C23 0.6453 2.9548 -2.7841  -1.299
C24 -5.6772 1.4940 -3.8001  -1.110
C25 5.0927 -0.0088 0.3720  -0.380
C26 -3.2532 6.8655 2.1774  -1.210
C27 2.7229 -0.9543 0.7513  -1.042
C28 7.5962 -2.4831 -2.8600  -0.569
C29 2.6956 -1.8707 5.6930  -0.280
C30 1.7958 -2.1009 0.2512  0.786
C31 6.3906 -0.9419 -1.7082  0.007
C32 -3.6523 1.4323 1.7055  -1.398
C33 1.9504 -0.5646 5.4791  -1.094
C34 0.2547 -2.7113 -1.6670  -0.145
C35 -3.1906 -1.4777 2.1371  -0.348
B1 3.7521 -3.8586 0.7834  0.251
H1 -0.6369 5.3130 -3.0122  0.318
H2 1.7700 -4.2431 -0.0716  0.242
H3 -2.6284 5.2520 5.7174  0.328
H4 -3.2529 4.7680 1.7632  0.193
H5 -6.0784 2.3537 -4.3396  0.399
H6 1.0219 3.2853 -1.8132  0.318
H7 -3.6221 0.1343 -0.0296  0.054
H8 -2.9569 1.8106 2.4576  0.355
H9 5.2728 -3.4063 1.8032  0.203
H10 2.5626 -4.3345 3.3072  0.064
H11 -3.1195 4.2159 -4.4517  0.195
H12 3.2476 -1.1781 1.7049  -0.049
H13 -2.1393 1.0244 0.2507  0.021
H14 -4.6642 5.2912 2.6568  0.286
H15 0.8324 3.7582 -3.4979  0.338
H16 6.9753 -2.1469 -3.7237  0.278
H17 4.7162 -0.6797 7.1059  0.315
H18 0.0493 -0.8580 -0.4084  0.138
H19 -2.2247 -1.9476 -5.1676  0.347
H20 -4.8253 6.2561 6.2455  0.396
H21 -2.1761 6.9857 2.0426  0.313
H22 2.7263 -6.1115 3.4013  0.368
H23 -3.7560 7.1326 1.2462  0.389
H24 -0.4320 -2.2665 -5.4932  0.372
H25 5.8337 -0.5944 -2.6057  0.290
H26 1.4407 -0.8964 -1.5493  0.179
H27 -1.5096 -0.4174 -3.2718  -0.024
H28 -6.9625 -1.3064 -4.7375  0.311
H29 -4.9262 -1.3699 0.8336  0.260
H30 3.3707 0.4656 -0.8384  0.516
H31 -4.8807 -2.7935 1.8705  0.444
H32 -6.5083 0.9978 -3.2964  0.360
H33 -3.5684 7.5769 2.9421  0.320
H34 -3.8111 -2.6786 0.4599  0.197
H35 -4.1392 1.1100 -5.2375  0.354
H36 -5.6824 -0.9020 -2.5688  0.207
H37 2.5741 0.3033 5.6983  0.288
H38 -5.8422 -2.6095 -5.1178  0.318
H39 4.9155 0.9961 0.8221  0.444
H40 -5.6188 0.2316 -5.5616  0.298
H41 -2.3019 5.5609 -2.5315  0.363
H42 6.3126 1.1856 -1.0354  0.315
H43 0.1914 -0.7910 -3.5496  0.205
H44 1.5679 -5.4058 2.2622  0.293
H45 -1.2083 2.2341 -3.6476  0.152
H46 -6.9171 -2.7392 -3.7108  0.405
H47 -2.1188 5.5751 -4.9975  0.421
H48 4.4553 -0.0634 4.6457  0.338
H49 1.2188 2.0831 -3.1057  0.409
H50 5.4092 -0.6723 1.1971  0.021
H51 -0.0571 -3.4795 -0.9211  0.640
H52 2.0250 -2.7022 5.4668  0.344
H53 -4.0649 2.2791 1.1546  0.391
H54 -0.9576 1.7993 -1.9698  -0.386
H55 -1.4676 3.9360 -4.9925  0.254
H56 5.8691 -1.9248 6.6388  0.306
H57 5.8278 -1.8304 -1.3242  0.047
H58 2.0516 -0.0936 0.9926  0.681
H59 5.6141 -1.3137 4.2469  0.288
H60 7.2338 0.0907 -0.0081  0.349
H61 6.2473 -0.2116 6.3681  0.415
H62 -1.1294 -0.6385 -5.6130  0.394
H63 3.8707 -1.2174 -1.0851  0.053
H64 1.6221 -0.4784 4.4410  0.225
H65 3.4219 -6.0928 0.8507  0.312
H66 -4.4731 0.9450 2.2344  0.319
H67 -5.0304 4.6897 5.4394  0.281
H68 1.1402 -2.3742 1.1141  0.485
H69 -5.3041 6.1835 4.5496  0.265
H70 -3.6275 -0.9439 2.9871  0.330
H71 1.0739 -0.5189 6.1274  0.419
H72 -4.9931 1.8539 -3.0282  0.218
H73 7.0121 -3.3105 -2.3891  0.193
H74 4.6372 -5.5149 2.0344  0.316
H75 -2.8332 6.7493 4.8337  0.319
H76 -1.7855 -2.0608 -1.8147  0.207
H77 2.9908 -1.9882 6.7409  0.329
H78 8.5828 -2.8620 -3.1714  0.277
H79 -4.6070 -2.2152 -3.0033  0.274
H80 -2.5601 -2.2625 2.5585  0.369

=====

3.
A molecular structure, C6H9CuLiO2 in a non-equilibrium geometry, computed with ωB97M-V/def2-TZVPD.

Results
Molar mass   183.62 g mol⁻¹
HOMO energy (alpha / beta)   -0.3718 / -0.4553 Eh
Charge   +1
Spin multiplicity   3
Gap between HOMO and LUMO (alpha / beta)   6.2 / 7.1 eV

Last column: natural (NBO) charge in e.
Geometry (Å):
Cu1 0.4699 1.5287 -1.1078  0.835
O1 2.2469 1.3743 -0.5682  -1.033
O2 -1.2233 1.7465 -0.7743  -0.814
C1 -2.1653 1.1009 -0.0388  0.346
C2 2.0532 -0.6305 0.7588  -0.286
C3 -2.8303 -0.1848 -0.4393  -0.484
C4 2.5903 0.0979 -0.2781  0.083
C5 -1.5994 -0.4742 0.3722  -0.332
C6 1.1224 -1.6907 0.5499  -0.422
Li1 3.6648 2.5125 -0.7851  0.983
H1 3.2911 -0.3690 -0.9837  0.158
H2 0.7628 -1.8278 -0.4750  0.205
H3 -3.8042 -0.4073 0.0073  0.273
H4 0.7267 -2.2175 1.4197  0.214
H5 -1.3737 -1.4333 0.8358  0.257
H6 -2.7512 1.7198 0.6551  0.211
H7 -0.5775 -0.2352 0.5906  0.317
H8 -2.7058 -0.4057 -1.5069  0.276
H9 2.1026 -0.2046 1.7679  0.211

=====

4.
A single C7H16NP molecule in a non-equilibrium geometry, computed with ωB97M-V/def2-TZVPD.

Results
Structure (SMILES)   CCC/P=N/C(C)(C)C
Molar mass   145.19 g mol⁻¹
Relative energy (zero: lowest compared OMol25 entry of this formula, charge and spin)   0.0 kcal per mole
HOMO energy   -0.3068 Eh
Spin multiplicity   1
Gap between HOMO and LUMO   8.2 eV

Last column: natural (NBO) charge in e.
Geometry (Å):
P1 -0.3204 -0.0031 -1.5257  0.873
N1 0.6725 -0.3629 -0.1886  -0.783
C1 2.0656 -1.4314 1.6111  -0.626
C2 1.0921 -1.5848 0.3831  0.086
C3 -0.3546 -2.1939 0.9151  -0.587
C4 -2.0073 3.6741 -0.3843  -0.601
C5 -0.5956 1.8502 -1.1994  -0.735
C6 -2.0506 2.1408 -0.7020  -0.418
C7 1.6296 -2.5903 -0.6576  -0.626
H1 1.9176 -3.5097 -0.2380  0.207
H2 -0.1545 -3.2588 0.9425  0.202
H3 -2.7372 2.0259 -1.5782  0.213
H4 -0.5177 -1.8207 1.9251  0.209
H5 0.9553 -2.8523 -1.4394  0.215
H6 1.7686 -0.6419 2.3291  0.224
H7 2.2198 -2.4513 2.1639  0.211
H8 3.1311 -1.1107 1.3911  0.218
H9 -2.1692 1.6144 0.2622  0.221
H10 -2.7085 4.0674 0.3113  0.209
H11 -1.2412 -1.9628 0.3039  0.213
H12 2.5637 -2.2380 -1.0103  0.211
H13 0.0403 2.0326 -0.3085  0.240
H14 -0.9723 3.9422 -0.0867  0.200
H15 -2.0935 4.2226 -1.2793  0.201
H16 -0.1336 2.4424 -1.9402  0.223

=====

5.
A single C5H11N molecule in a non-equilibrium geometry, computed with ωB97M-V/def2-TZVPD.

Results
Structure (SMILES)   [H]/N=C\CCCC
Molar mass   85.15 g mol⁻¹
Relative energy (zero: lowest compared OMol25 entry of this formula, charge and spin)   55.0 kcal per mole
HOMO energy   -0.3495 Eh
Spin multiplicity   1
Gap between HOMO and LUMO   10.6 eV

Last column: natural (NBO) charge in e.
Geometry (Å):
N1 -1.7533 -1.7450 0.2377  -0.656
C1 0.8078 -0.2226 0.7211  -0.430
C2 -1.2687 0.5322 -0.7347  -0.508
C3 -0.4654 1.0338 0.4103  -0.349
C4 2.0198 0.1041 -0.1383  -0.623
C5 -1.0561 -1.0006 -0.5702  0.176
H1 -1.0135 1.0467 1.3512  0.209
H2 0.9967 0.0535 1.7617  0.202
H3 2.2822 1.1640 -0.0893  0.201
H4 1.8444 -0.1444 -1.1893  0.194
H5 -2.3312 0.7637 -0.6482  0.214
H6 0.0872 1.9483 0.2030  0.209
H7 0.7340 -1.3033 0.8630  0.237
H8 -0.8651 0.8439 -1.6996  0.211
H9 2.8925 -0.4587 0.2072  0.212
H10 -0.3922 -1.4013 -1.3443  0.177
H11 -2.5190 -1.2144 0.6587  0.324

=====

6.
A gas-phase ion, C7H7N4 (charge +1) in a non-equilibrium geometry, computed with ωB97M-V/def2-TZVPD.

Results
Structure (SMILES)   C[N+]1=c2[nH]nnc2=CC#CC1
Molar mass   147.16 g mol⁻¹
Relative energy (zero: lowest compared OMol25 entry of this formula, charge and spin)   175.2 kcal per mole
HOMO energy (alpha / beta)   -0.5113 / -0.5113 Eh
Charge   +1
Spin multiplicity   1
Gap between HOMO and LUMO (alpha / beta)   7.3 / 7.3 eV

Last column: natural (NBO) charge in e.
Geometry (Å):
N1 -2.3155 1.8818 0.2803  0.051
N2 -2.7845 0.7858 0.0410  -0.107
N3 -0.9526 1.7778 0.4585  -0.376
N4 1.0921 0.2081 0.3628  -0.362
C1 1.4182 -1.1314 0.8545  -0.311
C2 0.4760 -1.9827 0.1457  0.235
C3 -1.7912 -0.1857 -0.0416  -0.059
C4 -1.8626 -1.5035 -0.4817  0.046
C5 -0.5323 0.5674 0.2028  0.465
C6 -0.6474 -2.1264 -0.3252  -0.095
C7 1.7350 0.8098 -0.7610  -0.445
H1 1.0029 1.0306 -1.5725  0.226
H2 -2.8204 -1.8937 -0.5399  0.267
H3 2.4394 -1.2208 0.4985  0.273
H4 2.2710 0.0747 -1.2173  0.212
H5 -0.3982 2.6639 0.6726  0.472
H6 2.5244 1.5370 -0.5065  0.234
H7 1.1459 -1.2926 1.9288  0.273

=====

7.
A gas-phase ion, C20H26NO2 (charge +1) in a non-equilibrium geometry, computed with ωB97M-V/def2-TZVPD.

Results
Structure (SMILES)   COc1ccc([C@@H](c2ccc(C)cc2)[N+]2(C)CCOCC2)cc1
Molar mass   312.43 g mol⁻¹
Relative energy (zero: lowest compared OMol25 entry of this formula, charge and spin)   57.5 kcal per mole
HOMO energy   -0.4207 Eh
Charge   +1
Spin multiplicity   1
Gap between HOMO and LUMO   9.3 eV

Last column: natural (NBO) charge in e.
Geometry (Å):
O1 -0.3324 0.2123 2.3146  -0.498
O2 -2.8847 -1.3028 -3.3086  -0.495
N1 1.8351 0.8060 0.5367  -0.223
C1 1.7217 2.4055 -2.8882  -0.200
C2 1.5473 -0.6458 1.0548  -0.237
C3 2.0168 3.5762 -3.5805  -0.210
C4 0.8581 1.8867 1.0151  -0.248
C5 -0.8151 -1.6165 -2.2027  -0.248
C6 3.1783 1.1090 1.1761  -0.407
C7 1.8610 0.7951 -0.9224  -0.089
C8 0.5044 0.2865 -1.4675  -0.135
C9 0.3922 -1.0754 -1.8071  -0.193
C10 -1.7709 0.6140 -2.2849  -0.316
C11 2.2801 2.1006 -1.6316  -0.015
C12 3.3427 2.9295 -1.2293  -0.228
C13 3.4501 5.6168 -3.9327  -0.640
C14 -3.5656 -0.5090 -4.3055  -0.256
C15 0.7710 -0.6966 2.3556  -0.099
C16 0.1495 1.5571 2.3152  -0.096
C17 3.0181 4.4322 -3.1232  0.029
C18 -0.6181 1.1091 -1.6807  -0.123
C19 3.6466 4.1109 -1.9183  -0.210
C20 -1.8658 -0.7597 -2.5897  0.350
H1 3.2745 2.1882 1.3190  0.232
H2 -0.6009 2.1812 -1.4323  0.211
H3 3.9833 2.6745 -0.3936  0.203
H4 2.6468 5.9106 -4.6169  0.224
H5 -4.2723 0.1840 -3.8305  0.184
H6 -0.9324 -2.6921 -2.2975  0.242
H7 1.4390 2.8157 1.1013  0.232
H8 1.4524 -0.4861 3.2067  0.177
H9 0.1176 2.0431 0.2368  0.250
H10 1.4871 3.8320 -4.5000  0.225
H11 -2.5868 1.2887 -2.5493  0.236
H12 2.5230 -1.1522 1.1526  0.227
H13 0.8386 1.7552 3.1601  0.179
H14 3.1716 0.6111 2.1532  0.226
H15 -0.7644 2.1714 2.3928  0.235
H16 -2.8637 0.0393 -4.9509  0.188
H17 2.6167 0.0383 -1.1890  0.231
H18 3.9844 0.6939 0.5588  0.237
H19 1.2582 -1.7360 -1.6848  0.217
H20 1.0226 1.7214 -3.3696  0.229
H21 0.9869 -1.1929 0.3015  0.257
H22 0.3075 -1.6945 2.4534  0.238
H23 4.3873 4.8009 -1.5113  0.223
H24 4.3402 5.3773 -4.5351  0.237
H25 -4.1035 -1.2628 -4.8830  0.217
H26 3.6977 6.4708 -3.2911  0.227

=====

8.
A molecular structure, C30H23BrN6O2Pd in a non-equilibrium geometry, computed with ωB97M-V/def2-TZVPD.

Results
Molar mass   685.88 g mol⁻¹
Relative energy (zero: lowest compared OMol25 entry of this formula, charge and spin)   38.7 kcal per mole
HOMO energy   -0.2262 Eh
Spin multiplicity   1
Gap between HOMO and LUMO   6.2 eV

Last column: natural (NBO) charge in e.
Geometry (Å):
Pd1 -0.6575 0.3220 0.0548  0.392
Br1 -1.6621 -5.5065 -0.1155  0.083
O1 0.6954 -1.5942 -0.4523  -0.584
O2 -1.0455 -2.5980 0.5078  -0.515
N1 0.9962 1.4108 1.0732  -0.498
N2 -6.2110 1.6153 -0.3541  -0.349
N3 -0.7176 4.4349 -1.6026  -0.536
N4 -0.5980 2.2168 -1.5699  -0.504
N5 0.2213 0.8020 3.0884  -0.561
N6 -2.0655 2.2820 0.9357  -0.624
C1 1.9654 -0.9503 3.6320  -0.262
C2 0.3847 2.7066 -2.4114  0.158
C3 -2.1386 -0.9359 -0.9508  -0.355
C4 0.8191 -3.9191 -0.1516  -0.142
C5 0.2164 -5.1954 -0.1103  -0.043
C6 -1.9060 -1.5233 0.3271  0.301
C7 -1.0222 2.6593 1.8913  -0.267
C8 2.9808 -5.0199 -0.3023  -0.227
C9 -1.2242 3.2658 -1.1077  0.390
C10 -3.9111 -0.4887 1.1945  -0.228
C11 0.9888 -6.3436 -0.1523  -0.255
C12 2.1241 4.1903 -3.9671  -0.211
C13 -4.1625 0.0862 -0.0698  -0.244
C14 1.3434 2.0334 -3.1634  -0.206
C15 -5.2994 0.9179 -0.2488  0.289
C16 2.9641 -0.1721 1.0829  -0.188
C17 -3.2795 -0.1389 -1.1224  -0.138
C18 -2.7986 -1.2670 1.3895  -0.256
C19 1.1852 4.8761 -3.2195  -0.241
C20 3.5870 -1.1487 1.8384  -0.244
C21 -2.3544 3.2398 -0.1201  -0.254
C22 0.1638 -2.6153 -0.0917  0.771
C23 1.8210 0.4222 1.6083  0.082
C24 3.0982 -1.5339 3.0918  -0.216
C25 0.3176 4.1085 -2.4538  0.089
C26 2.1981 2.7915 -3.9399  -0.231
C27 0.0321 1.5760 1.9640  0.350
C28 2.3685 -6.2634 -0.2307  -0.166
C29 1.3436 0.0305 2.8717  0.158
C30 2.2169 -3.8773 -0.2741  -0.147
H1 2.6715 -2.8968 -0.3237  0.245
H2 -0.3743 0.7688 3.8936  0.415
H3 3.6189 -2.3000 3.6520  0.213
H4 2.9603 -7.1684 -0.2544  0.221
H5 -2.5319 4.2585 0.2549  0.175
H6 -3.5194 0.2483 -2.1040  0.228
H7 4.0580 -4.9536 -0.3772  0.221
H8 -2.6206 -1.7722 2.3305  0.227
H9 0.5019 -7.3081 -0.1341  0.232
H10 -1.0634 5.3601 -1.4209  0.418
H11 1.5836 -1.2475 4.6008  0.214
H12 1.1374 5.9579 -3.2206  0.215
H13 -1.4367 2.8267 2.8892  0.200
H14 1.4070 0.9538 -3.1196  0.226
H15 -1.6071 -1.3157 -1.8147  0.243
H16 -0.5368 3.5819 1.5675  0.220
H17 -4.6150 -0.3283 2.0014  0.223
H18 -3.2629 2.9116 -0.6242  0.242
H19 2.9501 2.3010 -4.5447  0.213
H20 2.8203 4.7468 -4.5807  0.214
H21 3.3197 0.1106 0.1010  0.226
H22 -2.9127 2.0051 1.4058  0.388
H23 4.4740 -1.6369 1.4527  0.211